Run a
This record from OMol25 describes C6H7NO3 in the gas phase. The level of theory is the ωB97M-V functional and the def2-TZVPD basis.

Each line ends with the natural charge from an NBO analysis.
Atoms and positions in Å:
O: -0.61 0.32 1.99  -0.703
C: 0.27 1.15 1.29  0.006
C: -0.13 1.30 -0.18  -0.493
C: -0.05 0.03 -0.91  0.060
C: 0.02 -1.02 -1.51  -0.103
C: 0.12 -2.26 -2.26  0.587
N: -0.09 -3.39 -1.56  -0.825
C: 0.36 2.51 1.95  0.422
O: -0.28 2.77 2.94  -0.520
H: -0.95 0.82 2.74  0.493
H: 1.30 0.73 1.33  0.190
H: -1.16 1.68 -0.24  0.251
H: 0.52 2.03 -0.67  0.238
H: 1.05 3.24 1.48  0.124
O: -0.20 -2.29 -3.46  -0.564
H: 0.56 -3.61 -0.82  0.406
H: -0.75 -4.02 -2.11  0.430

SMILES: NC(=O)C#CC[C@H](O)C=O

---

Run b
This record from OMol25 describes a 2-piece molecular cluster, C6H7NO3 overall. The level of theory is the ωB97M-V functional and the def2-TZVPD basis.

Each line ends with the natural charge from an NBO analysis.
Atoms and positions in Å:
O: 1.34 -1.79 -0.49  -0.691
C: 0.74 -1.04 0.49  0.128
C: 1.36 0.23 1.05  -0.322
C: 2.11 0.92 -0.04  0.603
O: 3.21 1.40 -0.10  -0.494
C: 0.92 0.93 -1.00  -0.487
C: 0.11 0.25 0.11  -0.165
C: -1.24 0.61 0.47  0.308
N: -2.22 0.96 1.00  -0.326
H: 2.01 -2.36 -0.10  0.487
H: 0.20 -1.60 1.26  0.205
H: 1.44 0.40 2.12  0.252
H: 0.61 1.97 -1.20  0.252
H: 1.02 0.38 -1.94  0.251
O: -4.09 -0.36 -0.87  -0.952
H: -4.07 0.17 -0.01  0.489
H: -3.46 -1.08 -0.75  0.462

SMILES: N#C[C@@]12CC(=O)[C@@H]1[C@@H]2O.O

---

Run c
This record from OMol25 describes a 3-piece molecular cluster, C6H7NO3 overall. The level of theory is the ωB97M-V functional and the def2-TZVPD basis.

Each line ends with the natural charge from an NBO analysis.
Atoms and positions in Å:
O: -2.08 -1.47 0.76  -0.594
C: -1.72 -0.45 0.14  0.792
O: -1.44 0.60 0.90  -0.508
C: -0.02 0.88 0.94  -0.158
C: 0.36 0.51 -0.48  -0.036
N: 0.59 -0.92 -0.59  -0.568
C: -0.73 -0.42 -0.98  -0.169
C: 1.08 1.43 -1.33  -0.045
C: 1.65 2.21 -2.07  -0.188
H: 0.06 1.96 1.12  0.211
H: 1.13 -1.16 -1.42  0.378
H: -1.08 -0.52 -2.00  0.239
H: 2.01 2.91 -2.80  0.245
H: 0.27 -0.22 1.92  0.326
O: 0.13 -1.68 2.40  -0.936
H: -0.89 -1.78 1.87  0.520
H: 0.68 -1.88 1.63  0.492

---

Most stable to least stable, the ends of the list are run b and run c.

---

Run a
This record from OMol25 describes C2H3N2O2 as an isolated structure. The level of theory is the ωB97M-V functional and the def2-TZVPD basis.

Each line ends with the natural charge from an NBO analysis.
Atoms and positions in Å:
C: -1.00 -1.14 0.33  1.005
C: 0.72 2.24 -0.70  0.167
N: 0.25 -1.51 0.39  -0.826
N: -0.08 1.53 -0.30  0.175
O: -2.13 -1.30 0.31  -0.296
O: -0.96 0.73 -0.05  -0.429
H: 0.98 -1.21 -0.24  0.457
H: 1.58 2.85 -0.74  0.281
H: 0.63 -2.20 0.99  0.465

Total charge: +1

---

Run b
This record from OMol25 describes a 3-piece molecular cluster, C2H3N2O2 overall. The level of theory is the ωB97M-V functional and the def2-TZVPD basis.

Each line ends with the natural charge from an NBO analysis.
Atoms and positions in Å:
C: 2.71 0.34 0.08  0.231
C: 1.18 -1.32 0.03  0.999
N: 3.84 -0.04 0.01  0.259
N: 1.42 -0.05 0.23  -0.617
O: 1.45 -2.40 -0.13  -0.217
O: 5.02 -0.04 -0.12  -0.183
H: -1.10 -0.47 -1.23  0.111
H: -0.94 -0.98 -0.56  -0.079
H: 0.63 0.59 0.19  0.495

Total charge: +1

---

Most stable to least stable, the ends of the list are run a and run b.

---

Run a
This record from OMol25 describes C3H6N as an isolated structure. The level of theory is the ωB97M-V functional and the def2-TZVPD basis.

Each line ends with the natural charge from an NBO analysis.
Atoms and positions in Å:
C: -0.02 0.76 0.90  -0.403
C: 0.88 0.12 -0.15  -0.026
C: -0.62 0.37 -0.36  -0.028
N: -0.05 -1.00 -0.46  -0.551
H: -0.23 0.34 1.84  0.231
H: 0.16 1.83 0.99  0.268
H: 1.87 0.09 -0.66  0.294
H: -1.76 0.75 -1.12  0.334
H: 0.09 -1.65 -1.29  0.467
H: -0.33 -1.62 0.31  0.414

Total charge: +1

---

Run b
This record from OMol25 describes an isolated ion of composition C3H6N and charge +1. The level of theory is the ωB97M-V functional and the def2-TZVPD basis.

Each line ends with the natural charge from an NBO analysis.
Atoms and positions in Å:
C: 1.23 -0.05 -0.24  -0.359
C: -0.23 0.87 -0.09  -0.058
C: 0.15 -0.34 0.70  -0.020
N: -0.99 -0.34 -0.26  -0.543
H: 1.42 -0.73 -1.11  0.259
H: 1.99 0.56 0.30  0.265
H: -0.58 1.87 -0.25  0.292
H: 0.13 -0.51 1.73  0.267
H: -1.93 -0.32 0.30  0.442
H: -1.19 -1.01 -1.08  0.454

Total charge: +1
SMILES: C1[C@@H]2[NH2+][C@H]12

---

Most stable to least stable, the ends of the list are run b and run a.

---

Run a
This record from OMol25 describes a 2-piece molecular cluster, C9H14 overall. The level of theory is the ωB97M-V functional and the def2-TZVPD basis.

Each line ends with the natural charge from an NBO analysis.
Atoms and positions in Å:
C: 1.87 2.17 0.13  -0.626
C: 2.67 0.90 -0.15  -0.644
H: 1.84 2.25 1.23  0.193
H: 2.46 3.02 -0.22  0.186
H: 0.85 2.11 -0.19  0.226
H: 3.70 0.84 0.21  0.181
H: 2.23 -0.02 0.26  0.227
H: 2.80 0.77 -1.23  0.188
C: -1.08 0.69 -1.65  -0.632
C: -0.62 -1.63 -0.67  -0.420
C: -1.25 -0.38 -0.59  -0.155
C: -0.69 -2.58 0.40  -0.206
C: -1.39 -2.26 1.52  -0.357
C: -1.92 -0.02 0.61  -0.216
C: -2.00 -0.93 1.63  -0.371
H: -0.33 -2.05 -1.64  0.173
H: -0.11 -3.50 0.39  0.180
H: -0.09 0.54 -2.12  0.185
H: -0.95 1.61 -1.06  0.183
H: -1.31 -2.70 2.52  0.177
H: -2.45 0.92 0.48  0.178
H: -2.46 -0.68 2.59  0.169
H: -1.77 0.93 -2.47  0.181

Total charge: -1
Multiplicity: 2

---

Run b
This record from OMol25 describes a 2-piece molecular cluster, C9H14 overall. The level of theory is the ωB97M-V functional and the def2-TZVPD basis.

Each line ends with the natural charge from an NBO analysis.
Atoms and positions in Å:
C: 1.59 1.86 0.60  -0.627
C: 2.31 0.79 1.43  -0.632
H: 1.39 2.77 1.15  0.187
H: 2.12 2.07 -0.34  0.189
H: 0.56 1.55 0.34  0.249
H: 2.49 1.13 2.44  0.191
H: 3.25 0.52 0.93  0.183
H: 1.83 -0.17 1.29  0.240
C: -0.25 -1.26 -2.52  -0.614
C: -1.94 0.00 -1.04  -0.245
C: -0.84 -0.92 -1.19  -0.199
C: -2.34 0.38 0.22  -0.291
C: -0.23 -1.43 0.00  -0.346
C: -1.67 -0.05 1.40  -0.448
C: -0.61 -0.98 1.24  -0.222
H: -2.58 0.17 -1.90  0.173
H: -3.32 0.87 0.27  0.169
H: 0.85 -1.14 -2.49  0.166
H: -0.55 -0.63 -3.37  0.186
H: 0.47 -2.27 -0.11  0.174
H: -2.03 0.31 2.35  0.177
H: -0.11 -1.27 2.17  0.178
H: -0.41 -2.29 -2.88  0.162

Total charge: -1
Multiplicity: 2

---

Most stable to least stable, the ends of the list are run b and run a.

---

Run a
This record from OMol25 describes a 2-piece molecular cluster, CHN3O3 overall. The level of theory is the ωB97M-V functional and the def2-TZVPD basis.

Each line ends with the natural charge from an NBO analysis.
Atoms and positions in Å:
C: -0.72 0.35 1.06  0.404
N: 0.68 -0.92 -0.96  -0.152
N: -0.62 1.39 1.54  0.145
N: 0.87 -0.66 -2.00  0.486
O: -0.40 2.53 1.88  -0.426
O: -0.58 -0.98 1.19  -0.647
O: 1.01 -0.39 -3.11  -0.305
H: -0.24 -1.31 0.41  0.496

SMILES: [O-][N+]#CO.N#[N+][O-]

---

Run b
This record from OMol25 describes CHN3O3 in the gas phase. The level of theory is the ωB97M-V functional and the def2-TZVPD basis.

Each line ends with the natural charge from an NBO analysis.
Atoms and positions in Å:
C: -0.28 1.64 0.25  0.373
N: -0.62 2.72 0.45  -0.287
N: 0.10 0.35 0.03  -0.370
N: 2.51 0.21 -0.07  0.730
O: 2.39 0.75 -1.11  -0.309
O: 3.46 -0.17 0.51  -0.310
O: 1.34 -0.06 0.72  -0.248
H: -0.44 -0.46 0.26  0.420

SMILES: N#CNO[N+](=O)[O-]

---

Most stable to least stable, the ends of the list are run a and run b.

---

Run a
This record from OMol25 describes CHN3O3 as an isolated structure. The level of theory is the ωB97M-V functional and the def2-TZVPD basis.

Each line ends with the natural charge from an NBO analysis.
Atoms and positions in Å:
C: 2.29 -0.72 0.05  0.513
N: 2.56 -1.67 -0.55  -0.363
N: -1.96 -0.36 0.29  -0.384
N: -1.19 0.47 -0.06  0.523
O: -1.23 1.52 -0.61  -0.231
O: 0.61 0.78 0.17  -0.225
O: 1.83 0.34 0.66  -0.223
H: -2.90 -0.37 0.05  0.389

---

Run b
This record from OMol25 describes CHN3O3 in the gas phase. The level of theory is the ωB97M-V functional and the def2-TZVPD basis.

Each line ends with the natural charge from an NBO analysis.
Atoms and positions in Å:
C: -1.68 1.61 0.19  0.359
N: -2.07 2.64 0.20  -0.276
N: -1.11 0.38 -0.16  -0.140
N: -2.05 -0.98 -0.01  0.645
O: -3.21 -0.91 -0.27  -0.289
O: -1.32 -1.83 0.35  -0.286
O: 0.01 0.12 0.62  -0.504
H: 0.74 -0.11 0.07  0.491

SMILES: N#CN(O)[N+](=O)[O-]

---

Most stable to least stable, the ends of the list are run b and run a.